1.
Below is 5 unconnected molecules or ions with the total composition C15H35N5O5 in a non-equilibrium geometry, with properties calculated with ωB97M-V with the def2-TZVPD basis set.

The molar mass comes out at 365.5 u. For the calculated total energy, the calculation gives -1242.448910 Ha. The calculation puts the energy relative to the best compared isomer or geometry (same formula, charge and spin) at 400.1 kJ/mol. As for the SMILES: CN(C)C=O.CN(C)C=O.CN(C)C=O.CN(C)C=O.CN(C)C=O.

The geometry in ORCA input format:
```
! wB97M-V def2-TZVPD RIJCOSX def2/J DEFGRID3
* xyz 0 1
C 1.145 2.336 4.573
O 0.296 2.655 3.773
N 2.124 3.136 5.087
C 2.208 4.523 4.742
C 2.944 2.688 6.168
H 1.096 1.340 5.044
H 1.959 5.345 5.419
H 1.639 4.674 3.822
H 3.230 4.788 4.439
H 2.619 1.719 6.564
H 3.986 2.447 5.930
H 2.905 3.356 7.031
C 0.809 -3.506 -3.841
O -0.081 -3.862 -3.099
N 0.714 -2.514 -4.755
C -0.505 -1.826 -5.071
C 1.905 -2.157 -5.538
H 1.809 -3.965 -3.835
H -0.716 -0.906 -4.511
H -1.405 -2.434 -5.004
H -0.424 -1.429 -6.085
H 1.690 -1.181 -5.961
H 2.835 -2.124 -4.972
H 2.100 -2.861 -6.352
C -7.128 -2.347 -0.715
O -6.636 -3.099 0.111
N -6.758 -1.030 -0.753
C -7.594 -0.078 -1.455
C -5.538 -0.570 -0.101
H -7.940 -2.543 -1.428
H -7.049 0.553 -2.164
H -8.065 0.608 -0.748
H -8.314 -0.615 -2.069
H -5.077 -1.436 0.380
H -4.733 -0.416 -0.823
H -5.730 0.137 0.699
C -0.089 -1.349 -0.286
O 0.806 -1.903 0.331
N -0.509 -0.101 0.016
C -1.479 0.603 -0.846
C -0.233 0.664 1.232
H -0.328 -1.642 -1.321
H -1.512 0.127 -1.824
H -1.413 1.687 -0.866
H -2.421 0.423 -0.311
H -1.075 0.874 1.887
H 0.286 -0.113 1.818
H 0.554 1.413 1.209
C 3.760 -0.325 -1.024
O 4.333 -0.466 -2.084
N 4.350 -0.034 0.156
C 3.646 0.043 1.397
C 5.799 0.210 0.320
H 2.674 -0.343 -0.820
H 3.673 0.981 1.959
H 3.958 -0.753 2.084
H 2.588 -0.228 1.315
H 6.332 -0.266 -0.497
H 5.838 1.299 0.387
H 6.142 -0.206 1.266
*
```


2.
Below is a molecular structure, C28H20CrIN5O2 in a non-equilibrium geometry, with properties calculated with ωB97M-V with the def2-TZVPD basis set.

The molar mass comes out at 637.4 u. For the calculated total energy, the calculation gives -2845.144448 Ha. The calculation puts the energy relative to the best compared isomer or geometry (same formula, charge and spin) at 511.0 kJ/mol.

The geometry in ORCA input format:
```
! wB97M-V def2-TZVPD RIJCOSX def2/J DEFGRID3
* xyz 1 4
Cr 0.942 0.099 1.199
N -1.964 0.210 -1.802
C -2.530 1.138 -0.977
C -1.688 1.260 0.085
N -0.630 0.413 -0.089
C -0.816 -0.215 -1.240
C 1.162 -1.625 -0.694
N 2.096 -0.577 -0.412
C 3.331 -1.075 -0.605
C 3.270 -2.393 -0.989
N 1.962 -2.760 -1.046
H -2.346 -0.115 -2.678
H -3.450 1.638 -1.198
H -1.755 1.880 0.958
H 4.206 -0.470 -0.463
H 4.066 -3.070 -1.227
H 1.599 -3.654 -1.329
C -1.032 -1.097 4.899
C -1.844 -2.130 4.462
C -1.770 -2.568 3.150
C -0.890 -1.941 2.277
C -0.097 -0.849 2.692
C -0.162 -0.458 4.016
C -0.618 -2.311 0.887
C -1.412 -3.141 0.075
C -1.379 -3.236 -1.304
C -0.681 -2.471 -2.249
C -0.707 -2.871 -3.599
C 0.024 -2.254 -4.576
C 0.835 -1.137 -4.252
C 0.845 -0.627 -3.005
C 0.093 -1.239 -1.870
N 0.473 -1.656 0.532
H -1.070 -0.789 5.933
H -2.520 -2.613 5.150
H -2.376 -3.394 2.812
H 0.479 0.330 4.394
H -2.151 -3.744 0.583
H -2.002 -4.012 -1.733
H -1.340 -3.709 -3.850
H -0.008 -2.612 -5.591
H 1.435 -0.685 -5.027
H 1.438 0.242 -2.764
I -1.725 6.795 -1.174
C -0.444 5.479 -0.143
C 0.086 5.846 1.084
C 0.904 4.963 1.765
C 1.201 3.721 1.212
C 0.694 3.380 -0.038
C -0.138 4.253 -0.714
C 2.080 2.764 1.963
O 3.030 3.105 2.618
O 1.685 1.515 1.832
H -0.140 6.815 1.502
H 1.311 5.224 2.730
H 0.980 2.438 -0.491
H -0.539 3.986 -1.679
*
```


3.
Below is C20H27N3O2 in the gas phase in a non-equilibrium geometry, with properties calculated with ωB97M-V with the def2-TZVPD basis set.

The molar mass comes out at 341.5 u. For the calculated total energy, the calculation gives -1093.054891 Ha. The calculation puts the energy relative to the best compared isomer or geometry (same formula, charge and spin) at 172.2 kJ/mol. As for the SMILES: C=C(C)CN(CC)C(=O)CCc1nnc(CCCc2ccccc2)o1.

The geometry in ORCA input format:
```
! wB97M-V def2-TZVPD RIJCOSX def2/J DEFGRID3
* xyz 0 1
C 4.571 1.514 3.027
C 3.303 1.144 3.099
C 2.836 -0.006 3.936
H 2.284 -0.719 3.326
H 3.677 -0.515 4.398
H 2.168 0.347 4.721
C 2.216 1.896 2.360
N 1.264 1.029 1.699
C 1.541 0.326 0.578
O 0.708 -0.389 0.047
C 2.946 0.475 0.015
H 3.684 0.172 0.758
H 3.108 1.525 -0.237
C 3.087 -0.361 -1.258
C 2.039 0.057 -2.222
N 1.716 1.267 -2.544
N 0.661 1.181 -3.386
C 0.397 -0.074 -3.536
O 1.255 -0.850 -2.833
C -0.731 -0.679 -4.280
H -0.946 -0.057 -5.149
H -0.448 -1.681 -4.605
C -1.970 -0.747 -3.374
H -2.184 0.256 -3.000
H -2.826 -1.075 -3.969
C -1.776 -1.701 -2.190
C -2.958 -1.627 -1.267
C -4.086 -2.408 -1.476
C -5.181 -2.301 -0.637
C -5.161 -1.409 0.421
C -4.040 -0.626 0.637
C -2.947 -0.734 -0.204
H -2.066 -0.132 -0.038
H -4.019 0.070 1.464
H -6.016 -1.327 1.077
H -6.053 -2.917 -0.807
H -4.106 -3.109 -2.299
H -0.879 -1.423 -1.635
H -1.651 -2.720 -2.564
H 4.078 -0.210 -1.692
H 2.945 -1.420 -1.043
C -0.091 0.983 2.223
C -0.924 2.162 1.728
H -0.506 3.107 2.069
H -0.945 2.169 0.641
H -1.942 2.079 2.097
H -0.538 0.048 1.880
H -0.049 0.973 3.315
H 2.666 2.592 1.645
H 1.658 2.491 3.090
H 5.342 1.006 3.579
H 4.890 2.345 2.420
*
```


4.
Below is a molecular structure, C22H50CuN3O2P2 in a non-equilibrium geometry, with properties calculated with ωB97M-V with the def2-TZVPD basis set.

The molar mass comes out at 514.2 u. For the calculated total energy, the calculation gives -3505.917300 Ha. The calculation puts the energy relative to the best compared isomer or geometry (same formula, charge and spin) at 0.0 kJ/mol.

The geometry in ORCA input format:
```
! wB97M-V def2-TZVPD RIJCOSX def2/J DEFGRID3
* xyz 1 2
Cu -1.563 0.642 0.125
P 3.519 -0.220 -1.651
P -1.693 -1.527 -0.368
N 1.133 -1.571 -2.479
C 3.445 -1.032 -3.270
H 3.431 -0.270 -4.061
H 4.356 -1.632 -3.399
C 2.206 -1.933 -3.403
H 1.797 -1.858 -4.426
H 2.497 -2.997 -3.269
C 0.014 -2.507 -2.556
H 0.265 -3.415 -1.973
H -0.080 -2.822 -3.610
C -1.352 -1.951 -2.128
H -2.116 -2.688 -2.429
H -1.536 -1.032 -2.701
C -3.470 -2.017 -0.100
C -4.416 -1.150 -0.939
H -4.307 -1.337 -2.013
H -4.252 -0.082 -0.744
H -5.452 -1.389 -0.666
C -0.720 -2.770 0.583
C -0.512 -2.384 2.053
H 0.373 -2.919 2.428
H -1.363 -2.691 2.675
H -0.345 -1.309 2.195
C 5.201 0.170 -1.110
C 5.252 1.087 0.120
H 6.264 1.041 0.543
H 4.553 0.779 0.906
H 5.062 2.136 -0.142
C 2.445 1.251 -1.805
C 2.051 1.849 -0.457
H 1.357 2.681 -0.629
H 2.925 2.248 0.074
H 1.549 1.120 0.192
C -1.475 1.289 -1.503
O -1.332 1.701 -2.579
C -1.308 -4.178 0.467
H -1.381 -4.531 -0.570
H -0.656 -4.874 1.011
H -2.304 -4.233 0.925
C 6.110 0.684 -2.231
H 7.128 0.781 -1.833
H 6.149 -0.004 -3.084
H 5.797 1.674 -2.588
C 3.054 2.304 -2.735
H 2.293 3.068 -2.950
H 3.901 2.820 -2.258
H 3.387 1.895 -3.697
C -3.882 -1.959 1.381
H -3.638 -0.986 1.832
H -4.972 -2.079 1.448
H -3.433 -2.750 1.994
H -3.536 -3.058 -0.458
H 1.537 0.836 -2.277
H 0.263 -2.754 0.085
H 5.568 -0.821 -0.794
H 1.546 -1.569 -1.500
H 3.007 -1.193 -0.760
C -1.880 0.280 4.404
N -2.346 1.559 3.891
C -2.983 2.476 4.826
C -1.970 1.882 2.641
O -1.321 0.990 1.994
N -2.286 3.112 2.124
C -3.662 3.602 2.193
C -1.445 3.714 1.091
H -2.044 0.283 5.485
H -0.812 0.137 4.188
H -2.443 -0.551 3.948
H -2.629 3.500 4.658
H -4.079 2.451 4.735
H -2.709 2.157 5.833
H -3.777 4.333 3.005
H -3.900 4.090 1.241
H -4.363 2.770 2.354
H -0.394 3.708 1.411
H -1.532 3.195 0.122
H -1.771 4.751 0.968
*
```


> Number 2 is which compound?

C28H20CrIN5O2


What did the second record say?
Below is a molecular structure, C28H20CrIN5O2 in a non-equilibrium geometry, with properties calculated with ωB97M-V with the def2-TZVPD basis set.

The molar mass comes out at 637.4 u. For the calculated total energy, the calculation gives -2845.144448 Ha. The calculation puts the energy relative to the best compared isomer or geometry (same formula, charge and spin) at 511.0 kJ/mol.

The geometry in ORCA input format:
```
! wB97M-V def2-TZVPD RIJCOSX def2/J DEFGRID3
* xyz 1 4
Cr 0.942 0.099 1.199
N -1.964 0.210 -1.802
C -2.530 1.138 -0.977
C -1.688 1.260 0.085
N -0.630 0.413 -0.089
C -0.816 -0.215 -1.240
C 1.162 -1.625 -0.694
N 2.096 -0.577 -0.412
C 3.331 -1.075 -0.605
C 3.270 -2.393 -0.989
N 1.962 -2.760 -1.046
H -2.346 -0.115 -2.678
H -3.450 1.638 -1.198
H -1.755 1.880 0.958
H 4.206 -0.470 -0.463
H 4.066 -3.070 -1.227
H 1.599 -3.654 -1.329
C -1.032 -1.097 4.899
C -1.844 -2.130 4.462
C -1.770 -2.568 3.150
C -0.890 -1.941 2.277
C -0.097 -0.849 2.692
C -0.162 -0.458 4.016
C -0.618 -2.311 0.887
C -1.412 -3.141 0.075
C -1.379 -3.236 -1.304
C -0.681 -2.471 -2.249
C -0.707 -2.871 -3.599
C 0.024 -2.254 -4.576
C 0.835 -1.137 -4.252
C 0.845 -0.627 -3.005
C 0.093 -1.239 -1.870
N 0.473 -1.656 0.532
H -1.070 -0.789 5.933
H -2.520 -2.613 5.150
H -2.376 -3.394 2.812
H 0.479 0.330 4.394
H -2.151 -3.744 0.583
H -2.002 -4.012 -1.733
H -1.340 -3.709 -3.850
H -0.008 -2.612 -5.591
H 1.435 -0.685 -5.027
H 1.438 0.242 -2.764
I -1.725 6.795 -1.174
C -0.444 5.479 -0.143
C 0.086 5.846 1.084
C 0.904 4.963 1.765
C 1.201 3.721 1.212
C 0.694 3.380 -0.038
C -0.138 4.253 -0.714
C 2.080 2.764 1.963
O 3.030 3.105 2.618
O 1.685 1.515 1.832
H -0.140 6.815 1.502
H 1.311 5.224 2.730
H 0.980 2.438 -0.491
H -0.539 3.986 -1.679
*
```